{
  "formula": "C41H90N8O27",
  "method": "ωB97M-V/def2-TZVPD",
  "symbols": ["C", "N", "O", "O", "H", "H", "H", "C", "N", "O", "O", "H", "H", "H", "C", "N", "O", "O", "H", "H", "H", "C", "N", "O", "O", "H", "H", "H", "C", "N", "O", "O", "H", "H", "H", "C", "N", "O", "O", "H", "H", "H", "C", "N", "O", "O", "H", "H", "H", "C", "N", "O", "O", "H", "H", "H", "C", "C", "O", "C", "H", "H", "H", "H", "H", "H", "C", "C", "O", "C", "H", "H", "H", "H", "H", "H", "C", "C", "O", "C", "H", "H", "H", "H", "H", "H", "C", "C", "O", "C", "H", "H", "H", "H", "H", "H", "C", "C", "O", "C", "H", "H", "H", "H", "H", "H", "C", "C", "O", "C", "H", "H", "H", "H", "H", "H", "C", "C", "O", "C", "H", "H", "H", "H", "H", "H", "C", "C", "O", "C", "H", "H", "H", "H", "H", "H", "C", "C", "O", "C", "H", "H", "H", "H", "H", "H", "C", "C", "O", "C", "H", "H", "H", "H", "H", "H", "C", "C", "O", "C", "H", "H", "H", "H", "H", "H"],
  "coordinates": [[-0.77, 0.13, -6.14], [0.23, 1.02, -5.47], [0.07, 2.26, -5.55], [1.18, 0.50, -4.86], [-1.69, 0.74, -6.25], [-0.89, -0.68, -5.43], [-0.47, -0.16, -7.14], [-3.57, -3.43, 2.54], [-3.32, -4.54, 3.48], [-3.40, -4.20, 4.64], [-3.03, -5.61, 3.07], [-4.62, -3.16, 2.66], [-3.33, -3.77, 1.53], [-2.96, -2.58, 2.79], [-0.63, 7.47, -0.48], [-1.12, 6.05, -0.14], [-1.80, 5.95, 0.84], [-0.83, 5.15, -0.88], [0.45, 7.34, -0.46], [-0.94, 8.09, 0.37], [-0.99, 7.66, -1.49], [5.35, -5.97, -0.99], [5.53, -4.76, -0.12], [6.69, -4.27, -0.12], [4.58, -4.34, 0.50], [4.70, -5.60, -1.77], [4.83, -6.65, -0.36], [6.35, -6.31, -1.25], [2.85, -3.27, 2.71], [1.65, -3.51, 3.57], [0.70, -2.75, 3.38], [1.66, -4.46, 4.32], [3.23, -2.25, 2.87], [2.58, -3.43, 1.65], [3.55, -4.02, 2.97], [-3.28, -3.93, -3.26], [-3.24, -4.18, -1.79], [-3.34, -5.33, -1.43], [-2.95, -3.30, -1.00], [-3.34, -4.87, -3.73], [-2.44, -3.31, -3.54], [-4.27, -3.44, -3.41], [1.42, -2.74, -3.66], [0.66, -2.82, -4.96], [-0.50, -3.17, -4.95], [1.31, -2.61, -5.99], [1.13, -1.81, -3.15], [2.48, -2.66, -3.84], [1.13, -3.56, -3.06], [-0.76, -1.40, 5.99], [-1.05, -0.23, 5.07], [-0.46, 0.81, 5.27], [-1.81, -0.37, 4.13], [-1.10, -0.98, 6.96], [0.33, -1.52, 6.01], [-1.39, -2.15, 5.61], [2.60, 0.96, 3.89], [2.70, 0.21, 5.21], [2.63, -0.97, 5.23], [2.87, 1.04, 6.46], [1.74, 1.69, 3.91], [2.34, 0.28, 3.08], [3.50, 1.46, 3.54], [3.86, 0.81, 6.91], [2.13, 0.82, 7.20], [2.88, 2.11, 6.29], [-4.07, 2.57, 1.37], [-5.06, 1.44, 1.77], [-5.60, 0.66, 1.04], [-5.33, 1.51, 3.26], [-4.52, 3.53, 1.71], [-3.95, 2.61, 0.28], [-3.14, 2.45, 1.91], [-6.36, 1.96, 3.32], [-4.63, 2.23, 3.74], [-5.28, 0.56, 3.75], [0.45, -6.00, -0.74], [0.41, -4.66, -0.04], [1.18, -3.77, -0.26], [-0.62, -4.51, 1.09], [0.75, -6.84, -0.09], [1.11, -5.91, -1.62], [-0.56, -6.23, -1.09], [-1.16, -5.47, 1.21], [-1.34, -3.78, 0.75], [-0.18, -4.16, 2.02], [4.26, -1.05, -1.15], [4.81, 0.15, -0.44], [4.26, 0.73, 0.42], [6.16, 0.65, -1.03], [4.90, -1.89, -1.00], [4.33, -0.79, -2.19], [3.24, -1.19, -0.80], [5.97, 1.47, -1.66], [6.67, -0.15, -1.56], [6.83, 1.00, -0.21], [1.24, 4.24, 2.21], [2.08, 4.52, 1.03], [1.97, 5.60, 0.45], [3.09, 3.47, 0.55], [0.68, 5.17, 2.30], [1.81, 4.06, 3.10], [0.58, 3.36, 1.97], [3.84, 3.95, -0.09], [2.46, 2.75, -0.03], [3.55, 2.99, 1.42], [1.93, 4.98, -3.22], [1.26, 6.06, -4.01], [0.83, 7.07, -3.48], [1.10, 5.89, -5.49], [1.44, 4.02, -3.42], [1.77, 5.24, -2.19], [2.93, 4.86, -3.52], [2.08, 5.84, -6.00], [0.48, 6.75, -5.83], [0.62, 4.92, -5.61], [-2.17, 1.42, -2.00], [-2.60, 0.02, -2.42], [-1.90, -0.77, -3.07], [-4.07, -0.35, -2.03], [-1.13, 1.72, -2.27], [-2.31, 1.36, -0.92], [-2.86, 2.15, -2.42], [-4.43, 0.11, -1.14], [-4.04, -1.41, -1.97], [-4.69, 0.04, -2.88], [-0.12, 3.84, 5.59], [-1.37, 4.56, 5.64], [-1.49, 5.59, 5.02], [-2.58, 3.92, 6.31], [0.14, 3.31, 6.50], [0.65, 4.58, 5.33], [-0.26, 2.99, 4.92], [-2.31, 3.32, 7.13], [-3.09, 3.30, 5.54], [-3.33, 4.63, 6.68], [5.70, 0.76, -4.68], [5.04, -0.43, -5.31], [4.65, -1.29, -4.59], [4.84, -0.42, -6.85], [6.73, 0.53, -4.47], [5.25, 0.98, -3.68], [5.67, 1.67, -5.25], [3.99, 0.20, -7.03], [4.70, -1.40, -7.23], [5.61, 0.16, -7.31], [-8.25, -2.13, -1.44], [-6.83, -2.58, -1.14], [-6.18, -2.96, -2.10], [-6.29, -2.47, 0.28], [-8.98, -3.02, -1.31], [-8.31, -1.85, -2.49], [-8.59, -1.26, -0.86], [-6.93, -1.68, 0.71], [-5.23, -2.31, 0.34], [-6.61, -3.43, 0.71], [-1.47, -0.79, 0.65], [-0.46, 0.39, 0.65], [-0.77, 1.46, 1.14], [0.96, 0.15, 0.04], [-2.42, -0.28, 0.67], [-1.28, -1.42, 1.50], [-1.38, -1.44, -0.23], [1.24, -0.88, 0.18], [1.70, 0.66, 0.65], [1.01, 0.36, -1.01]],
  "total_charge": 0,
  "orbital_gap_ha": 0.32445
}

{
  "formula": "C41H92N6O9",
  "method": "ωB97M-V/def2-TZVPD",
  "symbols": ["C", "C", "C", "C", "C", "C", "C", "C", "C", "N", "O", "H", "H", "H", "H", "H", "H", "H", "H", "H", "H", "H", "H", "H", "H", "H", "H", "H", "H", "H", "C", "C", "C", "C", "C", "C", "C", "C", "C", "N", "O", "H", "H", "H", "H", "H", "H", "H", "H", "H", "H", "H", "H", "H", "H", "H", "H", "H", "H", "H", "C", "C", "C", "C", "C", "C", "C", "C", "C", "N", "O", "H", "H", "H", "H", "H", "H", "H", "H", "H", "H", "H", "H", "H", "H", "H", "H", "H", "H", "H", "C", "C", "C", "C", "C", "C", "C", "C", "C", "N", "O", "H", "H", "H", "H", "H", "H", "H", "H", "H", "H", "H", "H", "H", "H", "H", "H", "H", "H", "H", "N", "C", "N", "O", "H", "H", "H", "H", "O", "C", "C", "O", "H", "H", "H", "H", "H", "H", "O", "C", "C", "O", "H", "H", "H", "H", "H", "H"],
  "coordinates": [[7.76, 7.61, -1.28], [8.74, 6.40, -1.29], [8.30, 5.54, -2.52], [10.22, 6.74, -1.44], [10.96, 7.28, -0.30], [10.71, 6.24, 0.88], [9.25, 6.01, 1.21], [9.15, 4.89, 2.24], [8.74, 7.31, 1.95], [8.52, 5.57, -0.01], [7.24, 4.94, 0.27], [6.73, 7.25, -1.32], [7.56, 8.19, -0.37], [7.77, 8.23, -2.17], [8.49, 6.13, -3.42], [8.87, 4.60, -2.54], [7.28, 5.15, -2.52], [10.75, 5.87, -1.85], [10.21, 7.53, -2.19], [12.00, 7.47, -0.57], [10.46, 8.21, -0.03], [11.28, 6.63, 1.73], [11.10, 5.29, 0.52], [9.92, 4.94, 3.00], [9.24, 3.94, 1.73], [8.18, 4.68, 2.68], [9.29, 7.43, 2.88], [7.68, 7.26, 2.17], [8.87, 8.24, 1.39], [7.40, 4.00, 0.17], [-3.52, -8.23, 8.11], [-3.71, -6.83, 7.51], [-4.99, -6.23, 7.94], [-2.59, -5.97, 8.15], [-2.38, -4.56, 7.56], [-2.09, -4.69, 6.09], [-3.16, -5.52, 5.29], [-4.43, -4.69, 4.88], [-2.49, -5.88, 4.07], [-3.46, -6.76, 6.11], [-4.11, -7.68, 5.41], [-4.32, -8.98, 8.08], [-2.77, -8.69, 7.47], [-3.14, -8.23, 9.14], [-5.83, -6.68, 7.41], [-4.96, -6.51, 9.00], [-5.17, -5.19, 7.69], [-2.74, -5.89, 9.23], [-1.71, -6.61, 8.23], [-3.23, -3.93, 7.79], [-1.61, -3.99, 8.08], [-1.07, -5.05, 5.97], [-2.05, -3.71, 5.61], [-5.13, -5.35, 4.37], [-4.31, -3.86, 4.19], [-4.90, -4.35, 5.80], [-2.01, -5.09, 3.48], [-3.16, -6.46, 3.43], [-1.67, -6.55, 4.34], [-3.48, -8.38, 5.21], [-5.40, -8.16, -4.06], [-6.54, -7.15, -4.33], [-7.69, -7.44, -3.32], [-6.11, -5.67, -4.03], [-5.08, -5.15, -5.04], [-5.72, -5.24, -6.42], [-6.36, -6.61, -6.87], [-7.46, -6.16, -7.85], [-5.16, -7.40, -7.39], [-7.07, -7.27, -5.72], [-7.71, -8.51, -6.00], [-5.66, -9.18, -4.37], [-4.47, -7.82, -4.50], [-5.23, -8.12, -2.98], [-7.24, -7.32, -2.33], [-8.53, -6.78, -3.52], [-7.97, -8.47, -3.51], [-6.95, -4.97, -4.05], [-5.66, -5.51, -3.06], [-4.88, -4.11, -4.80], [-4.15, -5.71, -4.93], [-4.84, -4.94, -7.00], [-6.45, -4.44, -6.50], [-8.04, -7.05, -8.08], [-7.04, -5.89, -8.82], [-8.10, -5.40, -7.41], [-5.30, -8.48, -7.34], [-4.30, -7.24, -6.73], [-4.61, -7.07, -8.28], [-7.10, -9.16, -5.64], [-4.38, 8.28, 0.60], [-3.04, 7.51, 0.25], [-3.06, 7.23, -1.31], [-1.72, 8.34, 0.42], [-1.06, 8.34, 1.76], [-1.00, 6.94, 2.38], [-2.36, 6.22, 2.45], [-2.02, 4.77, 2.91], [-3.18, 6.87, 3.59], [-2.92, 6.23, 1.10], [-4.04, 5.44, 0.90], [-4.50, 8.53, 1.65], [-4.67, 9.15, 0.00], [-5.17, 7.55, 0.41], [-2.27, 6.54, -1.61], [-4.01, 6.81, -1.65], [-2.85, 8.19, -1.77], [-0.90, 8.13, -0.26], [-1.90, 9.41, 0.39], [-0.05, 8.74, 1.64], [-1.48, 9.06, 2.47], [-0.60, 7.04, 3.39], [-0.24, 6.52, 1.72], [-1.28, 4.48, 2.16], [-2.74, 3.95, 2.85], [-1.56, 4.67, 3.89], [-2.60, 7.22, 4.44], [-4.02, 6.25, 3.90], [-3.62, 7.81, 3.26], [-4.75, 5.99, 1.23], [-0.60, 1.47, -1.83], [0.64, 1.64, -2.17], [0.97, 2.87, -2.13], [1.33, 0.72, -2.56], [-0.92, 0.51, -1.81], [-1.18, 2.16, -1.39], [0.34, 3.48, -1.63], [1.93, 3.04, -1.89], [5.23, -1.37, 1.06], [4.76, -1.96, 2.27], [5.16, -1.19, 3.53], [4.78, -1.98, 4.67], [4.49, -1.12, 0.50], [3.72, -2.30, 2.27], [5.32, -2.90, 2.31], [4.65, -0.23, 3.45], [6.16, -0.78, 3.57], [4.55, -1.45, 5.44], [5.22, -0.59, -7.98], [4.84, -1.79, -8.71], [3.30, -2.03, -8.61], [3.05, -3.30, -9.21], [4.67, -0.63, -7.19], [5.10, -1.62, -9.76], [5.38, -2.70, -8.43], [2.85, -1.17, -9.11], [3.02, -2.08, -7.56], [3.52, -3.46, -10.03]],
  "relative_energy_ev": 5.759,
  "total_charge": 0,
  "orbital_gap_ha": 0.29669,
  "smiles": "CC1(C)CCCC(C)(C)N1O.CC1(C)CCCC(C)(C)N1O.CC1(C)CCCC(C)(C)N1O.CC1(C)CCCC(C)(C)N1O.NC(N)=O.OCCO.OCCO"
}

{
  "formula": "C41H97O29P5",
  "method": "ωB97M-V/def2-TZVPD",
  "symbols": ["C", "C", "O", "P", "O", "O", "C", "C", "O", "C", "C", "H", "H", "H", "H", "H", "H", "H", "H", "H", "H", "H", "H", "H", "H", "H", "C", "C", "O", "P", "O", "O", "C", "C", "O", "C", "C", "H", "H", "H", "H", "H", "H", "H", "H", "H", "H", "H", "H", "H", "H", "H", "C", "C", "O", "P", "O", "O", "C", "C", "O", "C", "C", "H", "H", "H", "H", "H", "H", "H", "H", "H", "H", "H", "H", "H", "H", "H", "C", "C", "O", "P", "O", "O", "C", "C", "O", "C", "C", "H", "H", "H", "H", "H", "H", "H", "H", "H", "H", "H", "H", "H", "H", "H", "C", "C", "O", "P", "O", "O", "C", "C", "O", "C", "C", "H", "H", "H", "H", "H", "H", "H", "H", "H", "H", "H", "H", "H", "H", "H", "C", "C", "O", "C", "O", "O", "C", "H", "H", "H", "H", "H", "H", "H", "H", "C", "C", "O", "C", "O", "O", "C", "H", "H", "H", "H", "H", "H", "H", "H", "C", "O", "C", "O", "O", "C", "H", "H", "H", "H", "H", "H"],
  "coordinates": [[0.94, -2.36, 7.30], [1.40, -2.35, 5.89], [0.27, -2.42, 4.97], [0.49, -1.94, 3.49], [1.25, -0.70, 3.39], [1.00, -3.23, 2.75], [1.96, -3.05, 1.59], [2.59, -4.43, 1.46], [-0.97, -1.88, 2.93], [-1.77, -0.65, 3.00], [-3.17, -0.97, 2.62], [0.24, -1.53, 7.46], [0.54, -3.33, 7.61], [1.76, -2.07, 7.94], [2.05, -1.48, 5.59], [2.08, -3.23, 5.77], [1.37, -2.79, 0.72], [2.66, -2.26, 1.83], [3.35, -4.50, 0.66], [3.09, -4.68, 2.42], [1.82, -5.13, 1.30], [-1.80, -0.29, 4.04], [-1.28, 0.11, 2.42], [-3.59, -1.55, 3.44], [-3.73, -0.05, 2.55], [-3.28, -1.49, 1.70], [1.28, 11.81, 3.52], [2.17, 10.80, 4.10], [2.39, 9.75, 3.06], [1.52, 8.51, 2.90], [0.92, 7.90, 4.10], [0.46, 8.98, 1.85], [0.73, 9.38, 0.45], [-0.55, 9.30, -0.35], [2.46, 7.51, 2.14], [2.53, 6.16, 2.46], [1.53, 5.44, 1.55], [0.27, 11.40, 3.49], [1.27, 12.65, 4.20], [1.55, 12.10, 2.52], [3.12, 11.29, 4.28], [1.85, 10.25, 4.97], [1.16, 10.39, 0.44], [1.45, 8.71, -0.02], [-0.45, 9.74, -1.31], [-0.79, 8.25, -0.35], [-1.32, 9.72, 0.30], [3.58, 5.90, 2.31], [2.30, 6.02, 3.52], [1.63, 4.36, 1.67], [0.51, 5.70, 1.90], [1.63, 5.69, 0.50], [-1.66, 3.37, 1.42], [-1.99, 3.13, -0.01], [-3.31, 3.58, -0.35], [-3.67, 4.85, -1.15], [-2.76, 5.33, -2.19], [-5.12, 4.55, -1.69], [-5.27, 3.80, -2.97], [-6.75, 3.74, -3.26], [-3.86, 5.82, 0.09], [-3.81, 7.20, -0.24], [-4.07, 7.95, 1.07], [-2.23, 2.69, 2.06], [-0.60, 3.31, 1.67], [-2.03, 4.37, 1.67], [-1.28, 3.64, -0.67], [-1.90, 2.07, -0.27], [-4.72, 4.28, -3.77], [-4.90, 2.78, -2.76], [-6.93, 3.26, -4.20], [-7.23, 3.21, -2.45], [-7.14, 4.77, -3.30], [-2.75, 7.40, -0.47], [-4.52, 7.44, -1.07], [-4.26, 9.00, 0.87], [-4.91, 7.57, 1.64], [-3.18, 7.88, 1.69], [-5.52, -4.46, 2.34], [-4.19, -4.70, 1.71], [-4.26, -4.24, 0.32], [-5.01, -5.15, -0.72], [-6.41, -5.36, -0.41], [-4.70, -4.39, -2.05], [-5.77, -3.52, -2.58], [-5.71, -3.58, -4.08], [-4.06, -6.38, -0.81], [-4.52, -7.43, -1.69], [-3.66, -7.63, -2.87], [-5.59, -4.86, 3.34], [-5.79, -3.41, 2.30], [-6.32, -4.99, 1.81], [-3.47, -4.06, 2.19], [-3.85, -5.74, 1.80], [-6.70, -3.87, -2.16], [-5.64, -2.46, -2.24], [-6.01, -4.53, -4.50], [-6.49, -2.91, -4.48], [-4.75, -3.27, -4.50], [-4.48, -8.31, -1.05], [-5.54, -7.30, -2.01], [-3.77, -6.72, -3.53], [-2.62, -7.74, -2.58], [-4.01, -8.48, -3.47], [4.50, -2.00, -1.27], [3.97, -3.03, -2.24], [4.87, -4.18, -2.38], [6.02, -4.05, -3.45], [6.39, -2.71, -3.92], [7.17, -4.88, -2.73], [7.99, -4.15, -1.76], [9.34, -3.83, -2.37], [5.58, -4.95, -4.64], [5.17, -6.31, -4.48], [3.68, -6.49, -4.44], [4.75, -2.49, -0.33], [5.41, -1.52, -1.65], [3.73, -1.23, -1.16], [3.00, -3.33, -1.82], [3.82, -2.56, -3.20], [7.48, -3.24, -1.47], [8.07, -4.83, -0.91], [9.18, -3.05, -3.13], [10.00, -3.49, -1.57], [9.78, -4.71, -2.87], [5.54, -6.81, -5.34], [5.57, -6.71, -3.56], [3.39, -5.97, -3.54], [3.16, -6.08, -5.32], [3.46, -7.55, -4.29], [-1.20, -3.30, -0.43], [-0.83, -2.34, -1.51], [0.39, -1.59, -1.35], [0.30, -0.58, -0.52], [-0.67, -0.20, 0.05], [1.52, -0.07, -0.47], [1.78, 1.06, 0.47], [-1.51, -2.77, 0.49], [-0.37, -4.00, -0.24], [-2.08, -3.82, -0.81], [-1.74, -1.73, -1.69], [-0.57, -2.88, -2.41], [2.38, 0.65, 1.26], [0.87, 1.48, 0.89], [2.32, 1.78, -0.14], [1.86, 2.48, 5.18], [3.08, 1.92, 4.53], [3.29, 2.67, 3.25], [4.22, 2.20, 2.49], [4.98, 1.28, 2.64], [4.23, 2.99, 1.39], [5.27, 2.67, 0.43], [1.77, 1.74, 5.98], [1.01, 2.35, 4.51], [1.92, 3.52, 5.48], [2.93, 0.88, 4.28], [3.98, 2.09, 5.11], [5.15, 1.67, 0.00], [6.26, 2.64, 0.85], [5.20, 3.38, -0.39], [0.07, -5.91, -3.89], [-0.96, -6.43, -4.73], [-1.73, -5.50, -5.41], [-1.68, -4.28, -5.27], [-2.53, -6.20, -6.22], [-3.29, -5.43, -7.18], [0.59, -5.05, -4.30], [0.81, -6.70, -3.81], [-0.28, -5.75, -2.87], [-3.77, -6.19, -7.82], [-2.66, -4.76, -7.76], [-4.05, -4.83, -6.70]],
  "total_charge": 0,
  "orbital_gap_ha": 0.40011,
  "smiles": "CCOP(=O)(OCC)OCC.CCOP(=O)(OCC)OCC.CCOP(=O)(OCC)OCC.CCOP(=O)(OCC)OCC.CCOP(=O)(OCC)OCC.CCOC(=O)OC.CCOC(=O)OC.COC(=O)OC"
}

Number 1: strongest force on any atom 3.45 eV/Å. Number 2: strongest force on any atom 6.90 eV/Å. Number 3: strongest force on any atom 3.30 eV/Å.